C26H25AgF6N9O5S2 | the ωB97M-V functional and the def2-TZVPD basis

Summary:
HOMO-LUMO gap: 0.2054 Eh
Energy: -92989.350 eV
Total charge: -1
HOMO energy: -3.513 eV
2S+1: 1

Last column: Löwdin charge in e.
Positions of all 74 atoms, in Å:
N 3.02414 -2.69444 -2.51872  -0.094
C -2.35886 -3.88031 2.19557  -0.060
H 1.35167 -4.18371 -2.16505  0.138
H 1.90586 1.81820 1.43364  0.063
H -2.17519 -3.69508 0.12827  0.101
H 1.44084 1.98618 4.20318  0.091
N 1.58928 -0.97852 -1.98457  0.075
F 3.38116 3.59114 2.82692  0.124
C 3.28786 4.80036 2.28942  -0.639
Ag 0.07711 0.07713 -0.54141  0.760
N -0.33051 -0.24223 2.53512  -0.055
C 4.25310 -3.41649 -2.82016  -0.055
H -6.35946 -1.41581 -0.26631  0.092
F 6.00399 2.49230 1.68856  0.108
O 3.53891 1.76976 -0.09818  -0.327
C -5.48025 -0.94978 -0.67531  -0.066
H 1.55227 -3.53335 -3.80630  0.124
N -1.86488 -0.82429 0.07209  -0.026
S 4.49345 2.76300 -0.55015  0.582
C -1.21679 -1.35038 2.40836  -0.102
F 4.45698 5.46787 2.55236  0.094
C -6.75917 -0.27629 -2.84035  -0.090
O 4.91263 2.67309 -1.92069  -0.282
F 6.96722 3.44827 -0.02963  0.150
H -3.32175 2.43920 -3.44273  0.107
H -0.29554 0.05602 4.70444  0.099
H 4.03876 -4.26679 -3.47491  0.088
C -4.29993 -0.94275 0.01025  -0.065
C -2.09220 -3.11616 1.02974  -0.024
C -3.23361 0.45195 -1.58251  -0.116
C -2.62770 -4.01439 4.67350  -0.091
H -4.25423 -1.48899 0.95438  0.106
O -0.46708 -2.06513 -2.27519  -0.001
H -0.12624 3.48679 -0.75391  0.076
C -0.78321 2.98436 -1.44651  -0.138
O 1.71903 3.92622 0.40991  -0.286
F 6.56294 1.27215 -0.04642  0.108
H -7.41670 -1.15971 -2.61161  0.081
H -1.22312 4.22215 -3.24921  0.086
N -1.21601 1.81636 -0.97129  0.005
N 3.78449 -0.64710 -1.49760  0.218
H -4.26252 0.70565 -3.50608  0.108
H 4.72353 -3.83245 -1.95720  0.067
H -1.97901 -4.83755 5.02074  0.076
C -2.14567 -3.30602 3.47122  -0.327
C 6.12997 2.49126 0.32916  -0.634
H -2.76623 -4.93718 2.26496  0.120
C -1.43123 -2.09808 3.55892  -0.006
C -4.36068 0.36000 -2.45062  -0.017
H -6.43211 -0.21363 -3.89637  0.070
H 3.53344 0.33269 -1.20196  0.087
C -5.52318 -0.29157 -1.96113  -0.293
N 4.18785 4.20247 -0.12248  -0.293
H -7.29370 0.62682 -2.62901  0.051
N 0.38959 0.36367 1.51956  -0.028
C 0.98351 1.30308 3.49154  -0.050
H -2.83274 -3.43316 5.59867  0.086
C -3.06343 -0.49265 -0.46172  -0.232
F 2.29745 5.40545 2.94993  0.120
C 1.23834 1.23831 2.08263  -0.112
C 0.77361 -2.04894 -2.37277  -0.444
O 2.75938 6.16493 0.22802  -0.258
H 4.77355 -0.95171 -1.49889  0.137
C -1.74410 -1.73786 1.08904  -0.237
C 2.84160 -1.39748 -1.96097  -0.417
C -2.50067 2.43274 -2.74028  -0.091
C -1.49237 3.37171 -2.62534  -0.057
H -3.45893 -4.57455 4.25870  0.061
C 1.67065 -3.26572 -2.73693  -0.052
C 0.09798 0.27950 3.73775  -0.079
S 2.86223 4.77573 0.45806  0.567
H 4.99789 -2.76872 -3.28242  0.083
H -1.07356 -1.79207 4.56120  0.109
N -2.33966 1.52447 -1.76292  -0.074

---

C24H36Ge2IrN4S4Sb | the ωB97M-V functional and the def2-TZVPD basis

Summary:
HOMO-LUMO gap (alpha / beta): 0.2423 / 0.2059 Eh
Energy: -197173.913 eV
Total charge: +1
<S²>: 8.7789
HOMO energy (alpha / beta): -9.383 / -10.440 eV
2S+1: 6

Last column: Löwdin charge in e.
Positions of all 72 atoms, in Å:
H -3.21371 -0.68838 -1.25173  0.114
H 1.71339 -2.72609 1.20401  0.075
H -1.34583 5.37670 1.72664  0.027
C -5.98885 -0.48200 2.05198  -0.090
C 2.02772 -1.92907 1.85950  -0.161
C 0.02076 -0.17583 6.31767  -0.085
C -2.16207 3.81617 4.48698  -0.242
C -3.29019 0.27015 2.28010  -0.393
H -3.22023 3.92245 4.23907  0.011
Ir -0.27417 -0.07570 0.33937  0.630
C -2.71558 -0.10195 -2.02224  -0.177
H -0.48062 1.19630 -2.79266  -0.004
N 2.91077 -0.70569 3.42608  0.090
S 1.48065 1.28755 -4.68495  -0.100
H -1.15775 -2.10723 3.19366  0.090
H -2.67309 4.33470 1.19687  0.010
H -5.01008 2.26358 -1.58980  0.137
H 2.03584 1.14602 2.79042  0.105
H -0.81094 2.65239 -1.86460  0.128
C -3.65491 -0.94936 1.69629  -0.162
C -0.82303 -1.55562 4.06864  -0.129
H -2.49448 2.68921 -0.20563  0.075
H -4.24924 2.26378 -3.83263  0.189
H -1.02538 4.09940 0.54450  0.004
S -0.02557 -2.06624 -1.00590  0.084
Ge -1.36286 0.75078 2.36375  0.675
C -0.36120 0.51724 5.17353  -0.136
H -2.87952 -1.61677 1.32677  0.073
C -3.01782 1.89705 -0.73307  -0.141
H -3.57701 1.32005 -0.00346  0.103
H -4.76423 0.16738 -2.80781  0.137
H 1.16493 2.93975 4.09293  0.006
H -7.02982 -0.77215 1.96863  0.104
H -1.96100 1.76534 -4.43827  0.099
H 1.33726 3.21083 2.34165  0.010
H -4.05495 2.04130 3.22873  0.073
H 3.34955 -2.81950 3.41243  0.121
H 0.93673 4.55998 3.41467  0.027
C 2.16064 0.08444 2.63562  -0.191
C -0.02104 -1.56371 6.33671  -0.089
N -2.01918 1.02303 -1.37238  -0.215
H -2.07448 3.16029 5.35427  0.014
H -2.16287 3.35381 -3.66529  0.138
Ge -1.14618 3.16112 2.94013  0.674
C -2.20262 2.27829 -3.50900  -0.059
C -4.98892 -1.32653 1.58346  -0.090
H -1.98154 -0.72316 -2.52739  0.022
C -3.96857 2.50095 -1.79571  -0.042
H -3.50622 0.02036 -4.05650  0.112
C 0.77380 3.49375 3.23596  -0.264
C -1.27341 1.80482 -2.36936  -0.177
H -5.25117 -2.28238 1.14143  0.104
C -5.64614 0.72668 2.64544  -0.082
N 1.60875 -0.62504 1.67696  -0.103
C -0.78873 -0.15659 4.02923  -0.368
C -0.44983 -2.25382 5.20967  -0.084
H 0.26702 -2.10499 7.23020  0.104
S -0.69386 -1.00353 -4.96872  -0.141
H 3.41376 -0.41014 4.24381  0.161
H -6.42081 1.38075 3.03138  0.105
H -1.76898 4.80200 4.74929  0.026
Sb 1.54380 -1.02799 -4.40311  0.360
H -0.49276 -3.33765 5.22090  0.106
H 0.33999 0.36964 7.19871  0.105
C -4.30875 1.09503 2.75923  -0.119
N -3.61149 1.90645 -3.12716  -0.081
C -3.73603 0.40988 -3.06705  -0.053
S 1.35096 -0.77889 -1.64200  -0.108
H -3.86611 3.58103 -1.87773  0.136
C -1.60660 4.35556 1.43524  -0.265
C 2.84027 -1.99242 2.94562  -0.069
H -0.33255 1.60213 5.18536  0.057

---

C5H8N2O2 | the ωB97M-V functional and the def2-TZVPD basis

Summary:
HOMO-LUMO gap: 0.3015 Eh
Energy: -12382.257 eV
Total charge: 0
HOMO energy: -7.939 eV
2S+1: 1

Last column: Löwdin charge in e.
Positions of all 17 atoms, in Å:
H -0.80764 3.41271 1.38933  0.122
H 0.43919 -0.78122 1.56422  0.140
H 1.06643 -2.42860 -1.49749  0.235
C -0.16833 -0.73278 0.70921  -0.291
H 1.98109 0.10320 -1.80183  0.149
H -2.39220 0.12340 1.41000  0.196
H -2.61407 2.28689 1.08472  0.142
H -1.60116 3.32644 -0.28958  0.017
N 1.45308 -0.50022 -1.21320  0.018
O 1.93972 -1.85002 -0.98382  -0.069
N 0.49778 1.36546 -0.39209  0.115
C -1.46962 2.77150 0.59838  -0.069
H -1.84557 -2.28888 0.40009  0.229
C 0.65667 -0.01945 -0.34794  -0.329
C -1.12381 0.29393 1.01555  -0.113
C -0.89994 1.37103 0.25423  -0.344
O -0.67120 -2.13949 0.43395  -0.149

---

C3H4FNS | the ωB97M-V functional and the def2-TZVPD basis

Summary:
HOMO-LUMO gap: 0.3244 Eh
Energy: -18217.517 eV
Total charge: 0
SMILES string: F/C=C\NC=S
HOMO energy: -8.624 eV
2S+1: 1

Last column: Löwdin charge in e.
Positions of all 10 atoms, in Å:
F 1.67485 -1.61362 0.57223  -0.021
C 1.20301 -0.54071 1.28531  -0.092
H 1.82587 -0.26121 2.13260  0.115
C 0.16479 0.11323 0.74451  -0.135
H -0.23553 1.02359 1.13946  0.092
H -1.42486 0.04991 -2.18543  0.054
S -1.43941 2.18536 -1.18090  0.550
C -1.09807 0.53869 -1.27278  -0.686
H -0.24264 -1.23462 -0.80257  0.180
N -0.42800 -0.26061 -0.43244  -0.056

---

In order of appearance, energy relative to the best compared isomer or geometry (same formula, charge and spin) = 13.2; 24.4; 200.1; 11.1 kcal per mole.